Entry 1:
Entry from the OMol25 dataset: a molecular structure, C5H10O2 (wB97M-V/def2-TZVPD).

Positions of all 17 atoms, in Å:
C (1.898, 1.172, -0.358)
O (0.689, 0.737, -0.921)
C (0.241, -0.555, -0.640)
C (0.371, -1.258, 0.722)
O (-0.996, -1.695, 0.621)
C (-1.268, -0.660, -0.342)
C (-1.844, 0.582, 0.312)
H (1.897, 1.032, 0.729)
H (2.772, 0.660, -0.782)
H (1.989, 2.242, -0.576)
H (0.550, -1.250, -1.431)
H (0.502, -0.576, 1.573)
H (1.064, -2.100, 0.808)
H (-1.919, -1.028, -1.143)
H (-1.715, 1.431, -0.362)
H (-2.905, 0.448, 0.539)
H (-1.326, 0.816, 1.250)

The net charge is 0. The calculation puts the highest occupied orbital energy at -0.349 Ha.

These are the natural (NBO) partial charges, in e, on atoms 1 to 5: atom 1 (C): -0.243, atom 2 (O): -0.534, atom 3 (C): 0.065, atom 4 (C): -0.100, atom 5 (O): -0.525

Entry 2:
Entry from the OMol25 dataset: C4H6N2O2 in the gas phase (wB97M-V/def2-TZVPD).

Positions of all 14 atoms, in Å:
C (-2.645, -0.873, 0.312)
N (-1.766, -0.075, -0.273)
N (-0.556, -0.776, -0.721)
C (0.406, 0.134, -0.569)
C (0.165, 1.490, 0.090)
O (1.640, -0.334, -1.080)
C (2.594, -0.664, -0.125)
O (2.363, -0.574, 0.999)
H (-2.398, -1.902, 0.612)
H (-3.701, -0.367, 0.550)
H (0.253, 1.290, 1.251)
H (1.125, 2.064, -0.184)
H (-0.948, 1.749, -0.334)
H (3.469, -1.162, -0.529)

The net charge is 0. The calculation puts the highest occupied orbital energy at -0.358 Ha. Its SMILES is C=N/N=C(\C)OC=O.

These are the natural (NBO) partial charges, in e, on atoms 1 to 5: atom 1 (C): -0.081, atom 2 (N): -0.315, atom 3 (N): -0.316, atom 4 (C): 0.551, atom 5 (C): -0.753

Entry 3:
Entry from the OMol25 dataset: FOPS in the gas phase (wB97M-V/def2-TZVPD).

Positions of all 4 atoms, in Å:
O (0.964, -1.862, 0.016)
F (-1.061, 1.726, -0.137)
P (0.002, 0.852, 0.715)
S (0.095, -0.716, -0.594)

The net charge is 0. The calculation puts the highest occupied orbital energy (spin up / spin down) at -0.354 / -0.347 Ha.

Charges in e, computed with natural (NBO), in the same order as the atoms: atom 1 (O): -0.850, atom 2 (F): -0.575, atom 3 (P): 0.796, atom 4 (S): 0.628

Entry 4:
Entry from the OMol25 dataset: C24H26N2O4S in the gas phase (wB97M-V/def2-TZVPD).

Positions of all 57 atoms, in Å:
C (2.375, 7.048, 3.148)
C (2.610, 5.758, 3.926)
O (1.475, 4.904, 3.890)
C (1.122, 4.369, 2.677)
C (-0.219, 4.459, 2.314)
C (-0.684, 3.902, 1.140)
C (0.193, 3.267, 0.273)
C (-0.296, 2.591, -0.977)
C (-0.312, 1.086, -0.772)
O (0.469, 0.475, -0.070)
N (-1.286, 0.436, -1.460)
C (-1.417, -0.925, -1.398)
S (-0.374, -1.889, -0.428)
C (-1.225, -3.329, -0.935)
C (-0.815, -4.669, -0.413)
C (-1.042, -5.741, -1.445)
C (-0.269, -5.764, -2.599)
C (-0.481, -6.726, -3.570)
C (-1.473, -7.678, -3.398)
C (-2.248, -7.662, -2.253)
C (-2.035, -6.697, -1.283)
C (-2.234, -3.050, -1.797)
C (-2.364, -1.660, -2.081)
C (-3.324, -0.995, -2.961)
N (-4.202, -1.789, -3.612)
O (-3.347, 0.225, -3.113)
C (1.529, 3.170, 0.627)
C (2.002, 3.687, 1.824)
O (3.337, 3.506, 2.139)
C (3.561, 2.466, 3.084)
C (3.357, 1.079, 2.487)
H (1.484, 7.553, 3.515)
H (2.240, 6.827, 2.091)
H (3.230, 7.707, 3.263)
H (2.750, 5.971, 4.990)
H (3.500, 5.250, 3.542)
H (-0.890, 4.968, 2.989)
H (-1.734, 3.971, 0.894)
H (-1.293, 2.937, -1.252)
H (0.387, 2.795, -1.807)
H (-1.982, 0.872, -2.078)
H (0.241, -4.630, -0.138)
H (-1.385, -4.898, 0.493)
H (0.502, -5.020, -2.734)
H (0.128, -6.734, -4.462)
H (-1.638, -8.431, -4.155)
H (-3.022, -8.403, -2.113)
H (-2.645, -6.689, -0.390)
H (-2.861, -3.817, -2.216)
H (-4.188, -2.788, -3.521)
H (-4.867, -1.360, -4.232)
H (2.228, 2.654, -0.014)
H (4.600, 2.597, 3.399)
H (2.906, 2.603, 3.954)
H (3.558, 0.325, 3.243)
H (4.035, 0.929, 1.650)
H (2.337, 0.957, 2.129)

The net charge is 0. The calculation puts the highest occupied orbital energy at -0.296 Ha. Its SMILES is CCOc1ccc(CC(=O)Nc2sc(Cc3ccccc3)cc2C(N)=O)cc1OCC.

These are the natural (NBO) partial charges, in e, on atoms 1 to 5: atom 1 (C): -0.638, atom 2 (C): -0.066, atom 3 (O): -0.514, atom 4 (C): 0.225, atom 5 (C): -0.240

Entry 5:
Entry from the OMol25 dataset: C21H20F3N3O3 in the gas phase (wB97M-V/def2-TZVPD).

Positions of all 50 atoms, in Å:
O (-1.483, 3.000, 1.648)
C (-1.906, 2.144, 0.923)
C (-2.640, 0.886, 1.318)
C (-3.112, 0.253, -0.001)
N (-2.922, -1.161, -0.144)
C (-1.699, -1.796, 0.032)
C (-1.681, -3.171, 0.275)
C (-0.497, -3.860, 0.402)
C (0.740, -3.209, 0.317)
N (1.914, -3.957, 0.390)
C (2.073, -4.932, 1.452)
C (2.719, -4.278, 2.682)
O (3.964, -3.697, 2.364)
C (3.827, -2.729, 1.346)
C (3.196, -3.350, 0.093)
C (0.717, -1.836, 0.073)
C (-0.474, -1.146, -0.073)
C (-2.376, 1.050, -1.083)
O (-2.363, 0.829, -2.260)
N (-1.768, 2.137, -0.463)
C (-1.055, 3.131, -1.176)
C (-0.195, 2.764, -2.205)
C (0.496, 3.738, -2.903)
C (0.347, 5.074, -2.577)
C (-0.512, 5.429, -1.545)
C (-0.653, 6.881, -1.181)
F (-0.672, 7.679, -2.262)
F (-1.772, 7.147, -0.495)
F (0.371, 7.313, -0.421)
C (-1.219, 4.468, -0.840)
H (-3.447, 1.123, 2.011)
H (-1.940, 0.224, 1.834)
H (-4.178, 0.452, -0.162)
H (-3.716, -1.733, 0.096)
H (-2.617, -3.706, 0.347)
H (-0.534, -4.927, 0.552)
H (1.112, -5.359, 1.733)
H (2.725, -5.732, 1.085)
H (2.920, -5.019, 3.458)
H (2.038, -3.509, 3.081)
H (4.834, -2.362, 1.139)
H (3.204, -1.897, 1.710)
H (3.090, -2.614, -0.703)
H (3.854, -4.151, -0.263)
H (1.633, -1.272, -0.006)
H (-0.427, -0.087, -0.274)
H (-0.078, 1.724, -2.464)
H (1.159, 3.452, -3.704)
H (0.884, 5.838, -3.117)
H (-1.881, 4.756, -0.039)

The net charge is 0. The calculation puts the highest occupied orbital energy at -0.268 Ha. Its SMILES is O=C1C[C@H](Nc2ccc(N3CCOCC3)cc2)C(=O)N1c1cccc(C(F)(F)F)c1.

These are the natural (NBO) partial charges, in e, on atoms 1 to 5: atom 1 (O): -0.550, atom 2 (C): 0.711, atom 3 (C): -0.533, atom 4 (C): -0.139, atom 5 (N): -0.586

Entry 6:
Entry from the OMol25 dataset: 2 unconnected molecules or ions with the total composition C6H13NO (wB97M-V/def2-TZVPD).

Positions of all 21 atoms, in Å:
C (1.536, -0.591, -2.777)
C (0.756, 0.282, -2.516)
C (-0.226, 1.306, -2.155)
O (-0.279, 1.575, -0.777)
H (2.191, -1.390, -2.981)
H (-1.212, 0.996, -2.539)
H (0.048, 2.240, -2.660)
H (-0.625, 0.707, -0.241)
C (-1.481, -0.172, 1.979)
C (-0.814, -0.883, 0.806)
C (0.918, -0.847, 0.934)
N (1.501, 0.410, 1.141)
H (-1.025, -0.475, 2.921)
H (-2.544, -0.410, 2.035)
H (-1.362, 0.908, 1.902)
H (-0.958, -1.960, 0.935)
H (-1.359, -0.789, -0.138)
H (1.142, -1.514, 1.768)
H (1.260, -1.274, -0.009)
H (1.228, 0.841, 2.015)
H (1.305, 1.040, 0.358)

The net charge is 0. The calculation puts the highest occupied orbital energy at -0.320 Ha. Its SMILES is C#CCO.CCCN.

These are the natural (NBO) partial charges, in e, on atoms 1 to 5: atom 1 (C): -0.241, atom 2 (C): -0.031, atom 3 (C): -0.142, atom 4 (O): -0.757, atom 5 (H): 0.236

Entry 7:
Entry from the OMol25 dataset: C2H2NOPS in the gas phase (wB97M-V/def2-TZVPD).

Positions of all 8 atoms, in Å:
C (0.784, -0.007, -0.583)
C (-0.471, -0.286, -0.929)
P (-1.827, -0.259, 0.331)
N (-1.145, 0.223, 1.623)
S (0.272, 0.877, 1.981)
O (1.199, 0.810, 0.405)
H (1.759, -0.403, -1.149)
H (-0.571, -0.954, -1.680)

The net charge is 0. The calculation puts the highest occupied orbital energy at -0.304 Ha. Its SMILES is C1=CP=NSO1.

These are the natural (NBO) partial charges, in e, on atoms 1 to 5: atom 1 (C): 0.248, atom 2 (C): -0.734, atom 3 (P): 1.043, atom 4 (N): -1.096, atom 5 (S): 0.787

Summary of relative energy (zero: lowest compared OMol25 entry of this formula, charge and spin) in eV
2.689, 3.868, 2.315, 0.133, 0.000, 4.086, 0.074
(order as listed above)